Computed, not measured: a cluster of 3 separate species, C24H48FN2O5P in total, with wB97M-V/def2-TZVPD.

2S+1: 3
E: -1869.85285 a.u.
Expectation value of S²: 2.01
Kohn-Sham gap (spin up / spin down): 8.750 / 7.981 eV

```
81
Properties=species:S:1:pos:R:3:forces:R:3:lowdin_charge:R:1
P -0.470 0.185 1.669 1.801 0.321 1.370 0.93
F -2.077 -3.496 -1.934 -2.266 1.303 1.890 -0.15
O -2.056 4.625 2.013 1.836 3.212 0.659 -0.05
O -0.183 -1.224 2.712 -2.550 0.293 -2.679 -0.38
O 3.719 -7.310 -0.833 -1.405 0.356 -3.466 -0.03
O 2.126 -0.658 -1.394 -8.965 -2.281 -0.392 -0.04
O -0.284 -0.075 -1.165 2.030 -3.122 1.004 -0.14
N 3.278 -7.010 -2.135 2.416 0.568 4.402 -0.02
N -1.536 5.904 2.282 -3.507 -3.686 -0.566 -0.02
C 1.524 -5.657 -3.301 -0.059 -0.248 -0.395 -0.03
C -2.079 6.272 -0.199 -0.068 -0.692 0.573 -0.05
C 1.444 -5.753 -0.853 0.757 -0.517 0.257 -0.05
C -3.125 -2.886 -1.055 -0.124 1.423 0.306 -0.13
C -1.839 6.216 3.726 0.728 0.464 1.849 -0.47
C -1.052 -0.584 0.015 -2.205 -1.215 -0.170 -0.47
C 5.327 -5.660 -2.827 -0.215 0.103 0.296 -0.14
C -3.578 7.242 1.559 -0.027 -0.285 0.282 -0.15
C -3.324 6.592 3.964 -0.095 -0.087 -0.352 -0.14
C -3.358 -1.267 -1.355 -0.540 -0.150 0.615 -0.17
C 4.093 -7.063 -4.516 -0.230 0.166 -0.114 -0.06
C -1.883 1.133 2.564 -2.080 -1.268 0.649 -0.32
C 4.498 -6.955 -3.020 0.979 -0.720 -1.624 -0.48
C 2.452 -5.757 -2.053 -1.704 0.881 -0.161 -0.46
C -1.204 8.117 1.158 0.374 0.176 0.246 -0.03
C -2.654 -0.300 -0.191 -0.200 -0.379 -1.787 -0.19
C 0.834 -1.040 -1.421 6.185 2.833 0.674 -0.13
C -0.947 7.383 4.232 0.043 0.250 -0.164 -0.05
C -1.462 5.037 4.682 -0.177 -0.312 -0.693 -0.05
C 3.321 -4.473 -1.910 0.303 -0.251 0.087 -0.14
C -3.821 7.664 3.001 0.022 0.061 0.024 -0.19
C -2.103 6.848 1.259 0.291 1.168 -1.567 -0.46
C 4.474 -4.398 -2.901 -0.010 0.031 -0.063 -0.18
C 5.439 -8.187 -2.813 -0.362 0.133 0.695 -0.05
H 3.629 -6.155 -4.906 -0.056 -0.104 0.099 0.06
H 0.776 -4.883 -0.912 0.215 -0.118 -0.353 0.07
H -1.245 8.357 3.840 0.068 -0.121 -0.071 0.06
H -3.960 5.703 3.860 0.240 0.007 -0.083 0.12
H 4.887 -9.128 -2.925 0.023 0.217 0.068 0.09
H -4.241 6.393 1.339 0.280 -0.043 -0.001 0.12
H 0.611 -2.179 -1.617 -0.232 2.324 0.428 0.15
H -1.793 9.038 1.186 0.022 -0.126 0.032 0.09
H -2.379 7.041 -0.923 0.102 0.093 0.424 0.09
H 0.475 -5.857 -3.050 0.232 0.144 0.181 0.08
H -3.334 8.626 3.202 0.011 -0.086 0.006 0.11
H 1.562 -4.664 -3.761 0.056 -0.090 0.058 0.09
H 0.107 7.211 3.982 -0.207 0.003 -0.033 0.09
H -0.446 8.184 1.938 -0.220 -0.060 0.046 0.06
H -4.893 7.826 3.159 0.132 0.012 -0.024 0.11
H -2.715 0.322 2.835 1.491 1.747 -0.438 0.04
H -1.074 5.932 -0.476 -0.170 0.051 0.158 0.09
H 3.409 -7.905 -4.680 0.072 0.162 0.098 0.09
H 5.840 -5.681 -1.855 -0.194 -0.159 -0.062 0.12
H -0.620 8.133 0.230 -0.302 -0.131 0.069 0.08
H 5.096 -3.525 -2.672 -0.116 -0.090 -0.045 0.12
H -4.172 -3.405 -1.181 2.516 0.530 -0.015 0.12
H -1.541 1.573 3.618 -0.374 -0.842 -2.658 0.07
H -2.758 -2.943 0.072 -0.658 -0.360 -2.490 0.12
H -4.530 -1.087 -1.219 2.494 -0.413 -0.457 0.12
H -0.840 -1.737 0.060 -0.562 1.940 0.119 0.11
H -0.421 4.726 4.534 -0.204 0.073 -0.075 0.09
H 3.741 -4.421 -0.896 -0.140 -0.219 -0.091 0.13
H 1.943 -5.691 0.121 0.045 -0.146 -0.273 0.08
H 5.926 -8.188 -1.832 -0.321 0.046 -0.109 0.08
H 4.093 -4.244 -3.917 0.024 -0.056 0.050 0.11
H -0.845 -1.911 2.365 1.369 1.091 1.146 0.05
H 2.695 -3.579 -2.021 -0.107 -0.267 0.029 0.10
H -3.079 -0.947 -2.446 -0.341 -0.793 2.155 0.12
H 1.746 -6.389 -4.077 0.173 0.123 0.101 0.06
H 0.816 -6.652 -0.859 0.179 0.128 -0.060 0.09
H -3.897 8.051 0.890 0.313 -0.161 -0.058 0.12
H 6.248 -8.193 -3.554 -0.346 0.268 -0.011 0.08
H -1.569 5.332 5.733 -0.024 0.268 -0.343 0.08
H -2.414 1.930 1.886 1.350 -1.354 1.359 0.05
H -2.761 0.803 -0.605 0.154 -2.143 1.199 0.13
H 6.119 -5.599 -3.584 -0.185 -0.294 0.036 0.12
H -3.465 6.946 4.994 0.306 -0.149 -0.098 0.12
H -3.310 -0.467 0.779 1.759 0.512 -1.830 0.11
H -2.773 5.434 -0.337 0.199 0.100 0.213 0.07
H 4.971 -7.237 -5.152 -0.054 0.016 0.384 0.09
H -2.105 4.160 4.546 0.151 0.199 -0.209 0.07
H -1.003 7.479 5.324 -0.139 -0.259 -0.257 0.09
```
Positions in Å, forces in eV/Å.

=====

Computed, not measured: a structure of composition C24H42O2P2V, with wB97M-V/def2-TZVPD.

2S+1: 3
Total charge: +1
E: -2716.44845 a.u.
Expectation value of S²: 2.04
Kohn-Sham gap (spin up / spin down): 4.607 / 4.523 eV
Energy above the lowest of the compared OMol25 structures with the same formula, charge and spin: 440.3 kJ/mol

```
71
Properties=species:S:1:pos:R:3:forces:R:3:lowdin_charge:R:1
V -1.082 1.198 -1.101 -3.655 -4.473 -1.094 0.84
P 1.941 -2.676 -0.265 2.257 -0.907 2.904 0.94
P 0.645 -0.156 -1.709 3.160 -1.422 0.457 0.83
O -3.213 -0.802 -0.534 0.174 0.847 -2.359 -0.10
O -2.973 0.017 -2.648 0.812 0.472 1.199 -0.12
C -0.027 -0.907 3.778 -1.121 -1.069 0.187 -0.12
C 2.116 -1.752 1.374 1.571 -1.057 -0.924 -0.39
C -2.113 3.054 -1.179 0.532 0.613 0.797 -0.26
C 0.968 -1.011 1.069 -2.372 5.466 -2.727 -0.37
C 2.365 0.515 -1.826 -0.202 -0.024 -0.242 -0.23
C -1.132 2.225 0.762 -0.031 1.838 0.253 -0.26
C -0.690 3.233 -1.291 -0.454 0.455 1.012 -0.29
C -3.563 -0.667 -1.760 0.174 -0.376 1.585 -0.50
C -0.976 -1.752 3.279 0.379 0.455 0.530 -0.09
C -0.393 -1.487 0.859 -0.900 -0.952 0.243 -0.31
C -0.097 2.755 -0.074 -0.192 0.971 0.525 -0.29
C -3.706 2.143 0.665 -0.270 -0.296 0.015 0.01
C -2.374 2.432 0.084 0.280 0.987 0.125 -0.25
C -0.898 -2.456 1.957 -0.315 -0.393 -0.237 -0.18
C -3.136 3.437 -2.181 -0.185 -0.169 -0.452 0.01
C 0.047 -0.114 -3.435 -0.015 -0.154 -0.309 -0.24
C 1.320 2.941 0.333 0.509 -0.127 -0.211 0.00
C 1.117 -1.987 -1.704 -0.800 -0.196 -0.730 -0.41
C -1.019 1.826 2.198 0.323 -0.290 0.227 0.00
C 1.463 -0.998 3.696 0.611 0.356 -0.834 -0.19
C 2.076 -2.148 2.863 0.788 -1.006 0.374 -0.15
C 0.030 3.805 -2.456 0.196 0.177 -0.234 0.00
C 1.415 -4.323 0.236 -0.257 -0.930 -0.579 -0.16
C 3.673 -3.014 -0.772 0.006 -0.159 -0.681 -0.18
H 1.793 -2.183 -2.554 -0.245 0.147 0.168 0.07
H 1.582 -4.463 1.310 -0.096 0.261 -0.273 0.06
H 4.048 -2.244 -1.463 -0.018 -0.205 0.272 0.05
H 3.709 -3.995 -1.284 0.076 0.562 0.118 0.06
H -1.932 -1.943 3.791 0.198 1.145 -0.279 0.11
H 3.107 -2.347 3.185 -0.264 -0.061 0.212 0.11
H 0.371 -4.503 0.005 -0.210 -0.102 0.088 0.06
H 0.283 3.031 -3.197 0.003 0.316 0.042 0.08
H 2.839 0.532 -0.836 -0.151 -0.065 -0.285 0.04
H 0.010 1.916 2.583 -0.382 -0.118 -0.272 0.08
H -1.043 -0.583 0.811 0.010 -0.545 0.007 0.08
H 1.787 -0.050 3.257 0.430 0.099 0.117 0.10
H -1.335 0.792 2.342 0.039 0.089 0.137 0.07
H 1.884 -0.999 4.726 -0.353 -0.277 -0.528 0.13
H -0.240 -3.330 1.979 -0.162 -0.046 -0.100 0.08
H -4.452 2.839 0.278 0.020 -0.103 -0.007 0.09
H -0.596 -2.015 -0.107 -0.230 0.125 0.400 0.07
H 0.201 -2.569 -1.888 0.245 0.056 0.017 0.08
H -0.610 4.550 -2.946 0.334 -0.158 0.014 0.09
H -3.409 2.545 -2.760 -0.193 0.298 -0.072 0.09
H -0.328 -0.058 4.398 -0.193 -0.711 0.599 0.11
H -4.005 1.118 0.428 -0.145 0.085 0.094 0.08
H 1.496 -3.063 3.014 0.111 0.079 0.133 0.10
H 0.962 4.281 -2.124 -0.233 -0.068 -0.229 0.09
H 2.949 -0.137 -2.492 -0.111 0.332 0.087 0.05
H 1.697 3.909 -0.033 -0.067 -0.304 0.169 0.10
H -2.763 4.212 -2.862 -0.111 -0.225 0.138 0.09
H -4.489 -1.202 -2.085 0.431 0.206 0.141 0.13
H 4.325 -3.060 0.112 -0.318 0.042 -0.238 0.07
H -3.673 2.248 1.751 -0.023 -0.032 -0.076 0.09
H 0.678 -0.831 -3.968 -0.227 0.346 -0.434 0.06
H -1.015 -0.425 -3.476 0.482 0.133 -0.079 0.04
H 2.334 1.536 -2.233 0.133 -0.313 0.081 0.05
H -1.650 2.453 2.844 0.062 -0.036 -0.361 0.11
H 0.151 0.900 -3.852 -0.008 -0.377 -0.066 0.05
H -4.032 3.822 -1.685 0.124 -0.097 -0.112 0.09
H 1.941 2.148 -0.096 0.086 0.379 0.342 0.05
H 1.026 0.084 0.992 0.198 -0.328 0.589 0.07
H -1.904 -2.806 1.640 0.524 0.065 0.417 0.12
H 1.420 2.915 1.422 0.039 0.021 -0.244 0.09
H 2.020 -5.089 -0.278 -0.318 0.318 0.036 0.06
H 3.081 -1.269 1.132 -0.488 0.431 0.421 0.12
```
Positions in Å, forces in eV/Å.

=====

Computed, not measured: a structure of composition C66H49BrN4O3PPdTe, with wB97M-V/def2-TZVPD.

Total charge: +1
E: -6300.16491 a.u.
Kohn-Sham gap (spin up / spin down): 5.994 / 5.989 eV

```
126
Properties=species:S:1:pos:R:3:forces:R:3:lowdin_charge:R:1
Te 1.353 -3.583 -1.803 0.038 -0.073 -0.043 1.31
Pd -0.278 -0.238 -0.048 0.319 -0.046 -0.028 0.94
Br -8.966 2.896 -3.221 0.013 -0.013 -0.006 0.77
P -1.691 1.861 1.227 -0.335 0.058 -0.015 1.21
O 0.962 0.730 1.127 -0.209 0.135 -0.181 -0.25
O 0.724 0.843 3.816 -0.002 -0.016 0.074 0.10
O -0.875 1.303 -2.077 -0.384 -0.150 -0.367 0.08
N -1.725 -1.196 -1.238 0.058 -0.019 -0.132 0.04
N -4.184 -1.400 -5.404 0.364 -0.259 0.153 0.09
N -5.331 -1.230 -5.804 -0.347 0.057 -0.286 0.11
N 1.612 -0.273 -1.520 -0.093 0.327 0.126 0.04
C 0.012 5.571 3.300 0.023 0.013 0.032 -0.06
C 2.724 0.357 2.601 0.030 -0.080 -0.085 -0.07
C -0.871 -1.135 1.604 -0.143 -0.141 0.041 -0.21
C 3.185 -3.480 -0.765 0.011 -0.009 0.126 -0.56
C -2.790 2.327 0.041 0.172 0.007 0.144 -0.34
C -6.520 -0.383 -3.837 -0.160 0.040 -0.049 -0.04
C 3.923 1.643 -2.862 0.009 -0.032 -0.015 -0.02
C -2.078 -2.455 -0.975 0.048 0.049 0.031 -0.12
C -3.624 -0.566 -4.385 0.327 0.145 0.066 -0.22
C 1.899 -2.056 -3.209 -0.079 -0.134 -0.206 -0.46
C -4.337 1.495 -1.632 0.016 0.003 0.023 -0.01
C 1.772 -0.424 6.135 -0.031 -0.016 -0.002 -0.01
C -3.460 0.745 -4.551 0.091 -0.057 0.034 0.04
C -3.166 -0.891 4.545 -0.019 -0.002 0.023 -0.01
C -0.656 -3.118 2.991 0.027 -0.025 0.001 -0.06
C 4.738 -0.598 -2.546 0.069 0.034 0.047 -0.05
C 2.766 0.189 -1.197 -0.010 -0.111 -0.046 -0.18
C 2.126 -0.742 4.827 -0.069 -0.052 -0.008 -0.16
C -7.372 0.547 -3.260 -0.004 -0.050 -0.020 -0.13
C 3.830 0.408 -2.231 0.041 0.074 -0.005 -0.21
C -2.721 1.587 -3.566 0.010 0.048 0.055 -0.14
C 5.020 0.407 1.810 -0.061 0.423 0.042 -0.29
C 5.476 -4.190 -0.521 0.004 0.015 -0.049 -0.08
C 4.526 0.434 0.513 0.001 0.257 0.002 0.02
C -0.287 -2.346 1.865 0.042 0.007 -0.047 -0.12
C 4.095 0.309 2.839 0.033 0.203 0.046 0.01
C -3.741 2.414 -2.658 0.025 -0.060 -0.067 -0.20
C -3.398 -2.610 -2.957 -0.021 -0.037 -0.015 0.02
C 0.352 3.364 2.405 -0.083 0.197 -0.020 -0.06
C -3.068 -1.284 -3.229 0.025 0.110 -0.006 -0.08
C 1.366 -0.667 -2.905 0.026 -0.062 -0.006 -0.30
C 2.035 -1.314 7.163 -0.009 0.008 0.000 -0.07
C -1.320 5.533 2.908 -0.030 -0.005 -0.018 -0.07
C 6.502 0.431 2.074 -0.036 -0.021 0.020 -0.03
C -3.683 0.365 4.406 -0.004 0.031 -0.002 -0.05
C -7.510 1.723 -5.363 -0.004 0.037 -0.014 -0.11
C -7.840 1.607 -4.021 -0.016 0.032 0.008 -0.69
C 0.843 4.490 3.050 -0.060 -0.018 -0.020 -0.05
C -2.212 -1.401 3.635 0.016 0.015 -0.014 -0.15
C -3.845 1.426 -0.392 -0.012 -0.064 0.049 -0.07
C 4.573 -2.529 0.963 0.038 -0.297 0.151 -0.07
C 5.637 -3.317 0.547 -0.070 0.011 -0.035 -0.06
C 2.235 0.497 1.281 0.162 -0.096 0.027 -0.29
C 1.762 0.219 3.735 0.093 0.000 0.198 -0.28
C 4.907 1.864 -3.816 0.002 -0.001 0.001 -0.07
C -0.983 3.325 2.008 0.258 -0.109 -0.066 -0.30
C -3.005 3.555 -2.036 0.018 0.003 0.070 -0.02
C -2.218 -0.618 -2.349 -0.068 -0.112 0.103 -0.14
C -6.687 0.773 -5.947 -0.012 -0.067 0.043 -0.02
C 2.960 -2.872 5.579 -0.002 0.000 -0.011 -0.07
C -1.615 -2.668 3.844 -0.020 0.011 0.022 -0.03
C -1.817 -0.613 2.521 0.064 0.016 0.108 -0.18
C 2.722 -1.969 4.553 0.051 -0.001 -0.034 -0.03
C 5.807 0.856 -4.136 -0.017 0.008 -0.002 -0.07
C -3.241 1.184 3.351 0.013 -0.008 -0.020 -0.06
C 3.349 -2.611 0.310 -0.137 -0.192 -0.006 -0.14
C 3.163 0.414 0.210 0.070 0.267 0.042 -0.08
C -1.832 0.797 -2.631 0.305 0.261 0.227 -0.29
C 5.723 -0.374 -3.496 -0.008 0.005 0.004 -0.05
C -2.341 0.702 2.432 -0.042 0.079 0.027 -0.28
C -2.531 3.495 -0.792 0.012 0.018 -0.073 -0.08
C -2.903 -3.193 -1.811 -0.010 -0.013 -0.025 0.00
C -1.823 4.415 2.266 -0.016 -0.030 0.013 -0.10
C 2.626 -2.541 6.885 0.004 0.000 -0.013 -0.08
C 4.254 -4.275 -1.175 0.024 0.001 -0.011 -0.15
C -6.161 -0.249 -5.171 -0.346 0.046 0.024 -0.28
H 3.407 -3.833 5.360 0.007 0.006 0.000 0.11
H 1.879 4.517 3.362 -0.003 -0.006 -0.008 0.11
H -5.141 0.838 -1.944 0.077 0.035 0.010 0.10
H -0.170 -4.071 3.163 0.002 0.004 -0.001 0.11
H 4.444 0.213 3.862 -0.006 -0.023 -0.007 0.13
H 2.984 -2.225 3.532 -0.008 -0.008 0.024 0.10
H 6.590 -3.253 1.056 0.011 -0.010 0.016 0.11
H 0.981 2.512 2.228 0.023 0.027 -0.034 0.07
H 6.576 1.031 -4.876 -0.003 -0.001 0.001 0.11
H -7.906 2.540 -5.949 0.000 -0.005 0.001 0.11
H 6.302 -4.811 -0.845 0.002 -0.002 -0.005 0.11
H -2.786 4.412 -2.663 -0.008 -0.006 -0.001 0.13
H 1.287 0.524 6.331 0.007 0.001 -0.004 0.12
H -1.917 4.293 -0.397 -0.002 0.001 -0.008 0.11
H 5.241 0.433 -0.301 -0.023 -0.011 0.030 0.13
H 6.928 1.412 1.856 -0.012 -0.013 -0.007 0.09
H 6.717 0.201 3.117 -0.003 0.004 0.007 0.08
H 4.693 -1.840 1.791 -0.046 -0.376 -0.144 0.09
H -7.674 0.450 -2.225 -0.003 -0.005 0.004 0.11
H -2.864 4.387 1.968 -0.003 0.005 0.000 0.11
H 4.689 -1.550 -2.025 0.043 0.044 -0.005 0.11
H 4.976 2.826 -4.306 -0.003 -0.002 0.002 0.11
H -4.404 0.748 5.115 0.000 -0.003 -0.003 0.11
H 4.132 -4.958 -2.006 -0.001 -0.010 0.003 0.09
H 3.228 2.433 -2.602 0.000 -0.006 -0.006 0.13
H -4.521 2.778 -3.332 0.013 -0.001 -0.027 0.15
H -1.679 -2.881 -0.067 0.003 -0.010 -0.003 0.09
H 7.027 -0.298 1.455 0.002 -0.017 -0.033 0.08
H -1.971 6.374 3.108 -0.003 -0.006 0.000 0.11
H -3.137 -4.215 -1.552 -0.006 0.004 -0.007 0.12
H 0.463 -2.745 1.188 -0.030 0.005 0.006 0.06
H -3.881 1.243 -5.416 0.015 -0.010 0.028 0.14
H 1.792 0.042 -3.620 0.056 0.041 0.047 0.12
H -6.151 -1.217 -3.252 0.003 -0.010 -0.004 0.12
H 2.825 -3.240 7.688 -0.003 0.002 -0.002 0.11
H 1.775 -1.057 8.182 0.003 0.000 -0.002 0.11
H -1.917 -3.252 4.705 0.001 -0.001 -0.003 0.12
H 1.543 -2.383 -4.186 -0.023 -0.003 0.013 0.05
H -4.226 0.700 0.318 0.002 0.000 -0.006 0.12
H -3.467 -1.515 5.378 0.001 0.003 -0.002 0.12
H 0.398 6.446 3.806 -0.001 -0.005 -0.007 0.11
H 6.431 -1.158 -3.733 -0.001 -0.002 0.003 0.11
H 0.290 -0.669 -3.065 -0.017 0.012 0.020 0.07
H -4.031 -3.163 -3.639 0.004 0.006 0.004 0.13
H 2.986 -2.081 -3.233 -0.096 -0.021 -0.023 0.03
H -6.440 0.827 -7.000 0.006 0.004 0.003 0.12
H -3.596 2.205 3.287 -0.008 0.000 -0.004 0.11
H 2.528 -1.977 0.628 0.061 -0.222 -0.017 0.07
H -2.087 2.310 -4.083 -0.012 0.016 0.010 0.16
```
Positions in Å, forces in eV/Å.